A molecular structure, C30H56BF4GeN5O7Tl at a distorted geometry. Source: OMol25; level of theory: ωB97M-V with the def2-TZVPD basis set.

Computed properties:
HOMO level (alpha / beta) ... -0.973 / -0.973 eV
Expectation value of S² ... 0.76
Maximum force ... 3.00 eV/A
Energy relative to the best compared isomer or geometry (same formula, charge and spin) ... 16.8 kcal/mol
2S+1 ... 2
Charge ... -2

Last column: Mulliken spin population.
Element x y z (Å)
Tl1 -0.38 -0.50 -0.73  -0.02
Ge1 -2.28 0.89 2.86  0.68
F1 -1.26 2.49 -2.75  0.00
F2 -1.33 0.34 -3.42  0.00
F3 -1.40 2.11 -5.02  0.00
F4 -3.24 1.56 -3.78  0.00
O1 -2.77 0.60 1.12  0.12
O2 -1.11 2.22 2.78  0.01
O3 0.31 2.49 -0.49  0.00
O4 3.69 2.47 -0.11  0.00
O5 -1.32 -0.70 3.23  0.12
O6 0.77 -2.82 1.14  0.00
O7 2.26 -2.49 -0.54  0.00
N1 0.40 -2.75 -2.25  0.00
N2 2.58 3.61 -4.20  0.00
N3 1.75 0.45 1.05  0.00
N4 2.28 1.99 -2.65  0.00
N5 -0.23 -4.94 -2.61  0.00
C1 -2.94 -1.66 4.83  0.05
C2 -0.53 3.30 3.59  0.01
C3 -0.24 4.26 2.50  0.03
C4 1.55 2.74 -4.65  0.00
C5 3.99 3.70 -2.18  0.00
C6 0.45 -6.75 -4.31  0.00
C7 0.61 -5.43 -1.53  0.00
C8 -2.33 -2.90 2.75  0.01
C9 -1.65 3.72 4.57  0.02
C10 -4.37 0.44 -0.75  -0.01
C11 -5.12 1.00 1.59  0.08
C12 -3.74 2.70 0.35  0.00
C13 -0.65 -5.85 -3.70  0.00
C14 -0.33 -3.60 -2.86  0.00
C15 2.23 -0.35 2.16  0.00
C16 4.19 3.38 -0.75  0.00
C17 5.81 5.24 -2.03  0.00
C18 2.83 -1.67 1.59  0.00
C19 -0.65 -2.55 4.54  0.01
C20 2.14 -5.58 -1.79  0.00
C21 1.46 1.72 -3.68  0.00
C22 -1.83 -1.95 3.83  -0.01
C23 1.91 -2.40 0.65  0.00
C24 2.97 3.14 -2.96  0.00
C25 5.96 5.07 -0.62  0.00
C26 -1.20 -3.15 -4.03  0.00
C27 4.89 4.59 -2.78  0.00
C28 -3.98 1.22 0.58  -0.01
C29 0.70 2.80 4.31  0.01
C30 5.16 4.22 0.00  0.00
B1 -1.81 1.66 -3.77  0.00
H1 1.20 2.33 -0.95  0.00
H2 -1.18 4.71 2.21  0.00
H3 -1.51 -3.22 2.12  0.00
H4 2.87 0.24 2.86  0.00
H5 5.19 3.94 1.03  0.00
H6 6.48 5.96 -2.45  0.00
H7 1.41 3.63 4.46  0.00
H8 -1.05 -5.31 -4.52  0.00
H9 2.76 4.53 -4.58  0.00
H10 2.45 0.91 0.48  0.00
H11 0.82 0.79 -3.71  0.00
H12 2.60 -5.76 -0.84  0.00
H13 -2.81 -0.82 5.50  0.00
H14 1.02 1.15 1.26  0.00
H15 -2.50 4.15 3.97  0.00
H16 -3.21 -2.55 5.42  0.00
H17 -0.54 -3.23 -4.91  0.00
H18 0.11 -2.90 3.81  0.00
H19 -2.85 -3.81 3.11  0.00
H20 -4.98 1.82 2.36  -0.02
H21 0.46 5.07 2.79  0.00
H22 -2.14 -3.68 -4.25  0.00
H23 3.00 -2.27 2.45  0.00
H24 -4.29 -0.59 -0.46  0.00
H25 1.06 -3.01 -1.43  0.00
H26 -1.20 4.50 5.21  0.00
H27 -6.11 1.08 1.18  0.00
H28 -0.96 -3.41 5.19  0.00
H29 0.89 -7.47 -3.58  0.00
H30 1.24 2.23 3.55  -0.01
H31 -3.89 -1.33 4.30  -0.02
H32 -5.39 0.67 -0.95  0.00
H33 -0.40 2.34 -1.22  0.00
H34 -3.07 -2.31 2.11  0.00
H35 -3.68 0.65 -1.58  0.00
H36 -1.41 -2.09 -3.83  0.00
H37 4.78 4.76 -3.85  0.00
H38 0.23 3.75 1.67  -0.01
H39 -1.43 -6.57 -3.27  0.00
H40 0.98 2.95 -5.56  0.00
H41 3.85 -1.53 1.22  0.00
H42 -0.10 -7.44 -5.01  0.00
H43 1.20 -6.24 -4.87  0.00
H44 0.53 -4.68 -0.72  0.00
H45 -0.20 -1.77 5.16  0.00
H46 2.44 -4.68 -2.32  0.00
H47 0.11 -6.31 -1.13  0.00
H48 -2.03 2.89 5.21  0.00
H49 0.50 2.20 5.18  0.00
H50 2.30 -6.45 -2.41  0.00
H51 -4.61 3.26 -0.02  0.00
H52 -4.94 0.02 2.05  -0.01
H53 6.80 5.56 -0.17  0.00
H54 -2.89 2.77 -0.31  -0.01
H55 -3.43 3.16 1.25  0.01
H56 1.31 -0.59 2.74  0.00